i.
{"formula": "C3H6N4O", "method": "the ωB97M-V functional and the def2-TZVPD basis", "molar_mass_da": 114.11, "lumo_energy_ev": 0.17, "charge": 0, "smiles": "[H]/N=C\\N/N=C\\ON=C", "elements": ["H", "N", "C", "N", "N", "C", "O", "N", "C", "H", "H", "H", "H", "H"], "positions_angstrom": [[3.055, 1.008, 0.040], [3.355, 0.004, -0.235], [2.348, -0.736, -0.105], [1.002, -0.300, 0.354], [0.777, 1.107, 0.367], [-0.346, 1.570, 0.019], [-1.546, 1.021, -0.183], [-1.553, -0.406, 0.104], [-2.732, -0.896, -0.072], [2.419, -1.892, -0.143], [0.100, -0.916, 0.267], [-0.322, 2.684, -0.326], [-3.709, -0.333, -0.295], [-2.848, -1.916, 0.208]]}


ii.
{"formula": "C3H6N4O", "method": "the ωB97M-V functional and the def2-TZVPD basis", "molar_mass_da": 114.11, "lumo_energy_ev": 0.38, "charge": 0, "smiles": "NN1C=NC(=O)NC1", "elements": ["N", "N", "C", "N", "C", "O", "N", "C", "H", "H", "H", "H", "H", "H"], "positions_angstrom": [[1.501, 0.281, 1.575], [0.606, 0.248, 0.508], [0.199, 1.392, -0.091], [-0.431, 1.512, -1.202], [-1.154, 0.423, -1.632], [-1.847, 0.393, -2.616], [-1.182, -0.635, -0.699], [-0.093, -0.980, 0.178], [1.061, -0.047, 2.438], [2.311, -0.312, 1.378], [0.665, 2.281, 0.323], [-1.764, -1.414, -0.978], [0.617, -1.699, -0.284], [-0.490, -1.442, 1.102]]}


Decreasing stability: ii, i


i.
{"formula": "C3H6N4O", "method": "the ωB97M-V functional and the def2-TZVPD basis", "molar_mass_da": 114.11, "lumo_energy_ev": 0.44, "charge": 0, "smiles": "Nc1c(O)cnn1N", "elements": ["N", "C", "C", "O", "C", "N", "N", "N", "H", "H", "H", "H", "H", "H"], "positions_angstrom": [[-0.312, -1.121, -1.314], [-0.154, -0.227, -0.210], [0.278, -0.437, 1.097], [0.168, -1.734, 1.707], [0.672, 0.893, 1.509], [0.582, 1.803, 0.509], [0.136, 1.133, -0.466], [-0.382, 1.577, -1.698], [-1.053, -1.988, -1.314], [0.487, -1.820, -1.491], [0.298, -1.591, 2.791], [1.110, 1.043, 2.522], [-0.521, 0.590, -2.218], [-1.309, 1.880, -1.424]]}


ii.
{"formula": "C3H6N4O", "method": "the ωB97M-V functional and the def2-TZVPD basis", "molar_mass_da": 114.11, "lumo_energy_ev": -0.99, "charge": 0, "elements": ["C", "C", "C", "H", "H", "H", "H", "H", "H", "N", "N", "N", "N", "O"], "positions_angstrom": [[-2.021, 1.539, 0.229], [-0.198, 0.252, -0.455], [1.635, -0.700, -0.704], [-2.957, 0.648, 0.438], [-2.736, 2.385, 0.150], [-1.722, 2.038, 1.222], [3.731, -1.206, -0.310], [1.204, -2.457, 0.322], [-0.505, -0.485, 1.142], [-1.065, 1.167, -0.564], [1.086, 0.384, -1.012], [1.054, -1.411, 0.351], [-0.212, -0.927, 0.287], [2.706, -1.227, -1.096]]}


Decreasing stability: i, ii


i.
{"formula": "C3H6N4O", "method": "the ωB97M-V functional and the def2-TZVPD basis", "molar_mass_da": 114.11, "lumo_energy_ev": -0.15, "charge": 0, "smiles": "Cn1c(=O)ncn1N", "elements": ["C", "N", "C", "O", "N", "C", "N", "N", "H", "H", "H", "H", "H", "H"], "positions_angstrom": [[-0.778, -1.326, -0.591], [-0.329, -0.140, 0.127], [-1.093, 0.415, 1.137], [-1.896, -0.197, 1.899], [-0.761, 1.830, 1.012], [0.252, 1.894, 0.095], [0.435, 0.621, -0.529], [1.935, 0.327, -0.269], [-0.103, -2.295, -0.564], [-1.177, -1.288, -1.702], [-1.504, -1.689, 0.132], [1.032, 2.535, -0.171], [2.104, -0.285, -1.209], [1.883, -0.403, 0.634]]}


ii.
{"formula": "C3H6N4O", "method": "the ωB97M-V functional and the def2-TZVPD basis", "molar_mass_da": 114.11, "lumo_energy_ev": 0.85, "charge": 0, "smiles": "[H]/N=c1/oc(C)nn1N", "elements": ["H", "N", "C", "O", "C", "C", "N", "N", "N", "H", "H", "H", "H", "H"], "positions_angstrom": [[-1.536, -2.339, 0.957], [-0.687, -2.424, 0.479], [-0.459, -1.250, 0.139], [0.770, -0.938, -0.414], [0.881, 0.450, -0.413], [2.150, 1.060, -0.807], [-0.210, 0.995, 0.045], [-1.049, -0.047, 0.228], [-2.271, -0.004, 0.714], [2.775, 1.531, 0.032], [2.109, 1.807, -1.622], [2.874, 0.310, -1.189], [-2.352, 0.343, 1.693], [-2.995, 0.506, 0.159]]}


iii.
{"formula": "C3H6N4O", "method": "the ωB97M-V functional and the def2-TZVPD basis", "molar_mass_da": 114.11, "lumo_energy_ev": 0.69, "charge": 0, "smiles": "[H]/N=c1/[nH]c(N)c(N)o1", "elements": ["H", "N", "C", "N", "C", "N", "C", "N", "O", "H", "H", "H", "H", "H"], "positions_angstrom": [[-0.823, -1.988, -2.669], [0.106, -2.059, -2.152], [0.081, -1.145, -1.268], [1.098, -0.874, -0.280], [0.589, 0.089, 0.565], [1.133, 0.382, 1.810], [-0.526, 0.625, 0.042], [-1.317, 1.639, 0.547], [-0.828, -0.103, -1.174], [1.501, -1.801, 0.085], [0.700, 1.255, 2.150], [2.146, 0.479, 1.746], [-2.201, 1.279, 0.966], [-1.661, 2.222, -0.366]]}


iv.
{"formula": "C3H6N4O", "method": "the ωB97M-V functional and the def2-TZVPD basis", "molar_mass_da": 114.11, "lumo_energy_ev": -0.73, "charge": 0, "smiles": "[H]/N=C(\\N)C(=O)/C(N)=N/[H]", "elements": ["H", "N", "C", "N", "C", "O", "C", "N", "N", "H", "H", "H", "H", "H"], "positions_angstrom": [[3.311, -0.362, -0.112], [2.451, -1.026, -0.454], [1.433, -0.296, 0.001], [1.442, 1.053, 0.463], [0.150, -0.862, -0.109], [-0.165, -2.053, 0.057], [-1.058, -0.018, -0.215], [-2.220, -0.669, 0.107], [-0.988, 1.247, -0.519], [-1.962, 1.694, -0.454], [2.394, 1.502, 0.420], [0.629, 1.570, 0.133], [-3.155, -0.069, 0.473], [-2.261, -1.711, 0.208]]}


Decreasing stability: iii, iv, ii, i


i.
{"formula": "C3H6N4O", "method": "the ωB97M-V functional and the def2-TZVPD basis", "molar_mass_da": 114.11, "lumo_energy_ev": 0.71, "charge": 0, "smiles": "[H]/N=c1\\oc(N)cn1N", "elements": ["H", "N", "C", "O", "C", "N", "C", "N", "N", "H", "H", "H", "H", "H"], "positions_angstrom": [[-0.232, -2.937, 0.608], [-0.477, -2.320, -0.266], [-0.196, -1.018, -0.028], [0.068, -0.551, 1.251], [0.445, 0.765, 1.016], [0.657, 1.355, 2.349], [0.426, 1.134, -0.415], [-0.343, 0.008, -1.022], [-0.825, -0.270, -2.424], [1.276, 0.677, 2.834], [1.192, 2.337, 2.251], [0.072, 2.138, -0.981], [-0.265, -0.973, -2.814], [-1.798, -0.346, -2.358]]}


ii.
{"formula": "C3H6N4O", "method": "the ωB97M-V functional and the def2-TZVPD basis", "molar_mass_da": 114.11, "lumo_energy_ev": -0.67, "charge": 0, "smiles": "[H]/N=C\\NC(=O)/C=N/N", "elements": ["H", "N", "C", "N", "C", "O", "C", "N", "N", "H", "H", "H", "H", "H"], "positions_angstrom": [[3.100, -2.020, 1.106], [2.315, -2.027, 1.928], [1.266, -1.009, 1.938], [0.780, -0.299, 0.914], [-0.547, -0.283, 0.753], [-1.398, -0.604, 1.572], [-0.961, 0.446, -0.467], [-0.365, 0.717, -1.725], [-1.161, 1.449, -2.736], [0.529, -0.774, 2.894], [1.259, 0.258, 0.211], [-2.012, 0.378, -0.614], [-2.258, 1.628, -2.325], [-0.547, 2.140, -3.450]]}


iii.
{"formula": "C3H6N4O", "method": "the ωB97M-V functional and the def2-TZVPD basis", "molar_mass_da": 114.11, "lumo_energy_ev": -0.01, "charge": 0, "smiles": "[H]/N=C/NC(=O)/C(N)=N\\[H]", "elements": ["H", "N", "C", "N", "C", "O", "C", "N", "N", "H", "H", "H", "H", "H"], "positions_angstrom": [[-3.354, 0.970, -0.544], [-2.309, 0.894, -0.283], [-2.097, -0.336, -0.045], [-0.794, -0.984, 0.566], [0.513, -0.744, 0.005], [1.100, -1.772, -0.348], [1.199, 0.628, 0.069], [2.645, 0.158, 0.037], [0.854, 1.896, 0.087], [-0.237, 1.684, 0.198], [-2.809, -1.055, 0.052], [-0.920, -1.999, 0.774], [3.264, 1.206, 0.391], [2.944, -0.547, -0.959]]}


iv.
{"formula": "C3H6N4O", "method": "the ωB97M-V functional and the def2-TZVPD basis", "molar_mass_da": 114.11, "lumo_energy_ev": 0.58, "charge": 0, "smiles": "[H]/N=C1/NNCC=NO1", "elements": ["H", "N", "C", "N", "N", "C", "C", "N", "O", "H", "H", "H", "H", "H"], "positions_angstrom": [[-1.784, 1.622, -1.643], [-1.102, 0.974, -1.825], [-0.940, 0.057, -0.883], [-0.098, -1.032, -1.099], [1.003, -1.166, -0.118], [1.174, -0.698, 1.224], [0.946, 0.784, 1.338], [-0.186, 1.222, 0.752], [-1.073, 0.112, 0.518], [0.428, -0.698, -1.967], [1.228, -2.254, -0.032], [0.399, -1.159, 2.079], [2.109, -0.811, 1.701], [1.802, 1.558, 1.680]]}


Decreasing stability: iii, i, ii, iv


i.
{"formula": "C7H14N3O", "method": "the ωB97M-V functional and the def2-TZVPD basis", "molar_mass_da": 156.21, "lumo_energy_ev": -4.32, "charge": 1, "elements": ["C", "C", "C", "C", "C", "C", "C", "N", "N", "N", "O", "H", "H", "H", "H", "H", "H", "H", "H", "H", "H", "H", "H", "H", "H"], "positions_angstrom": [[-0.793, -2.767, 0.130], [-1.083, -0.301, 0.096], [1.269, -0.630, -0.148], [2.474, 1.387, 0.055], [3.622, -0.867, -0.247], [-2.270, 1.784, 0.444], [-3.476, -0.209, -0.517], [-1.208, -1.586, 0.279], [2.412, -0.034, -0.314], [-2.224, 0.429, -0.097], [0.178, 0.188, 0.179], [-0.587, -3.437, 0.939], [0.989, -1.695, -0.161], [3.241, 1.565, 0.707], [2.643, 2.079, -0.706], [1.531, 1.757, 0.455], [3.318, -1.850, -0.662], [4.365, -0.392, -0.858], [3.827, -0.727, 0.731], [-2.889, 2.393, -0.235], [-2.660, 1.962, 1.386], [-1.288, 2.040, 0.635], [-4.024, -0.764, 0.232], [-4.066, 0.590, -1.016], [-3.301, -0.914, -1.304]]}


ii.
{"formula": "C7H14N3O", "method": "the ωB97M-V functional and the def2-TZVPD basis", "molar_mass_da": 156.21, "lumo_energy_ev": [-6.20, -7.11], "charge": 1, "elements": ["C", "C", "C", "C", "C", "C", "C", "N", "N", "N", "O", "H", "H", "H", "H", "H", "H", "H", "H", "H", "H", "H", "H", "H", "H"], "positions_angstrom": [[0.421, -0.864, -0.100], [0.126, 1.300, -0.193], [1.728, -0.286, -0.022], [-0.697, 2.544, -0.199], [2.579, -0.647, 1.241], [2.559, -0.689, -1.236], [-3.278, -0.515, 0.166], [1.341, 1.129, -0.094], [-0.506, 0.094, -0.236], [-2.248, -1.138, -0.509], [0.068, -2.139, -0.143], [-1.447, 2.473, -0.919], [-0.186, 3.511, -0.140], [-1.308, 2.346, 0.582], [3.536, -0.181, 1.234], [2.745, -1.677, 1.441], [2.145, -0.403, 2.147], [1.914, -0.522, -2.203], [2.895, -1.642, -1.376], [3.533, -0.161, -1.374], [-3.086, -0.687, 1.210], [-3.386, 0.518, -0.114], [-4.171, -1.014, -0.110], [-1.015, -2.113, -0.296], [-2.454, -1.013, -1.580]]}


iii.
{"formula": "C7H14N3O", "method": "the ωB97M-V functional and the def2-TZVPD basis", "molar_mass_da": 156.21, "lumo_energy_ev": -4.33, "charge": 1, "smiles": "C=C1N=N[C@@]([NH3+])(OCC)[C@@H]1C", "elements": ["C", "C", "N", "N", "C", "N", "O", "C", "C", "C", "C", "H", "H", "H", "H", "H", "H", "H", "H", "H", "H", "H", "H", "H", "H"], "positions_angstrom": [[-3.362, 1.254, 0.296], [-2.067, 0.905, 0.017], [-1.436, 1.569, -1.005], [-0.296, 1.074, -1.276], [0.051, -0.026, -0.371], [0.235, -1.321, -1.237], [1.211, 0.202, 0.338], [2.386, 0.815, -0.298], [3.494, 0.729, 0.676], [-1.164, -0.178, 0.623], [-1.758, -1.623, 0.742], [-3.800, 2.071, -0.208], [-3.855, 0.821, 1.034], [0.898, -0.950, -1.941], [-0.526, -1.625, -1.877], [0.505, -2.120, -0.649], [2.597, 0.217, -1.292], [2.065, 1.892, -0.465], [3.284, 1.173, 1.609], [3.513, -0.406, 0.966], [4.285, 1.232, 0.275], [-0.732, 0.094, 1.590], [-2.329, -1.797, -0.156], [-2.291, -1.647, 1.824], [-0.907, -2.355, 0.783]]}


Decreasing stability: iii, ii, i